{
  "formula": "C3H4N4O3S",
  "method": "ωB97M-V/def2-TZVPD",
  "multiplicity": 3,
  "e_tot_ha": -959.3821,
  "largest_force_ev_per_a": 4.5,
  "species": ["C", "C", "C", "N", "N", "N", "N", "O", "O", "O", "S", "H", "H", "H", "H"],
  "coordinates": [[-1.205573, 0.057645, 0.093690], [0.740365, 1.145021, 0.169882], [-2.091696, -1.106393, -0.088666], [-1.479249, 1.311564, -0.002445], [1.122093, -1.217708, 0.695314], [-0.299701, 2.008972, 0.075636], [0.151863, -0.075349, 0.287352], [2.016413, 1.206225, 0.280009], [3.640645, -0.834354, 0.591113], [2.319710, -0.648743, -1.476135], [2.423751, -0.597832, -0.046788], [-2.847886, -0.870872, -1.022967], [-2.775754, -1.411086, 0.797465], [-1.451871, -1.977540, -0.241535], [-0.263116, 3.010456, -0.111918]],
  "atomic_forces_ev_per_a": [[0.8729, 0.7593, 0.7062], [-1.3283, -0.9039, 1.0260], [-3.0869, -0.3416, -0.7221], [-1.3316, 0.9014, -0.5223], [2.9385, -2.9988, -0.4510], [1.3449, -0.0366, -0.2589], [-3.1188, 3.1537, -0.7694], [-0.7073, 1.9283, -0.1022], [2.3146, 0.4334, 1.6250], [-0.2761, -0.2447, -0.1384], [-0.5141, -2.3636, -1.1064], [2.0900, -0.8399, 2.3213], [1.2193, 0.9929, -1.2685], [-0.2593, 0.0716, -0.4586], [-0.1574, -0.5114, 0.1193]]
}